{
  "formula": "C22H24N2O4S2",
  "method": "the ωB97M-V functional and the def2-TZVPD basis",
  "smiles": "COc1ccccc1N(CC(=O)N(c1ccccc1)C(C)C)S(=O)(=O)c1cccs1",
  "homo_energy_ev": -8.53,
  "total_charge": 0,
  "gap_ev": 9.106,
  "e_above_lowest_kj_mol": 48.2,
  "energy_ev": -56043.648,
  "species": ["C", "O", "C", "C", "C", "C", "C", "C", "N", "C", "C", "O", "N", "C", "C", "C", "C", "C", "C", "C", "C", "C", "S", "O", "O", "C", "C", "C", "C", "S", "H", "H", "H", "H", "H", "H", "H", "H", "H", "H", "H", "H", "H", "H", "H", "H", "H", "H", "H", "H", "H", "H", "H", "H"],
  "coordinates": [[-1.968219, -3.515886, 1.415073], [-0.951938, -2.556171, 1.246593], [-0.488771, -2.310024, -0.009027], [-1.008810, -2.877352, -1.164514], [-0.469964, -2.573267, -2.403913], [0.588601, -1.692762, -2.510095], [1.110098, -1.114470, -1.365182], [0.588276, -1.410593, -0.116516], [1.199795, -0.867014, 1.024441], [0.465515, -0.101345, 2.006120], [0.394098, 1.337320, 1.499517], [1.268158, 2.138360, 1.781448], [-0.597470, 1.645430, 0.627942], [-1.729421, 0.827757, 0.403153], [-2.595865, 0.549506, 1.457115], [-3.721337, -0.225176, 1.248432], [-4.006247, -0.711890, -0.016954], [-3.155872, -0.424506, -1.070129], [-2.019928, 0.337784, -0.864018], [-0.508749, 2.955282, -0.033628], [0.408102, 2.880790, -1.254260], [-1.881450, 3.512355, -0.383521], [2.754845, -1.365735, 1.340823], [2.992371, -1.221854, 2.744156], [2.953462, -2.641760, 0.721804], [3.787549, -0.219308, 0.467959], [3.918990, 1.124983, 0.627124], [4.862109, 1.673544, -0.269592], [5.422544, 0.731058, -1.074640], [4.813721, -0.848750, -0.759539], [-2.894965, -3.206077, 0.921143], [-1.658780, -4.496005, 1.041176], [-2.135038, -3.577324, 2.489281], [-1.828067, -3.576055, -1.106696], [-0.882721, -3.037076, -3.287157], [1.011679, -1.457395, -3.474399], [1.936276, -0.423146, -1.429408], [-0.509139, -0.552978, 2.188672], [1.067727, -0.119286, 2.916677], [-2.381980, 0.949109, 2.438004], [-4.382643, -0.441762, 2.074253], [-4.890721, -1.309667, -0.180999], [-3.369288, -0.802289, -2.058762], [-1.349251, 0.532927, -1.684947], [-0.033500, 3.612953, 0.704832], [-0.022972, 2.259567, -2.035258], [1.371153, 2.466681, -0.965370], [0.566908, 3.878895, -1.654468], [-1.771567, 4.539235, -0.722620], [-2.533507, 3.504534, 0.486892], [-2.353900, 2.936504, -1.175659], [3.348073, 1.691148, 1.340704], [5.108060, 2.719300, -0.306291], [6.163995, 0.871900, -1.835792]],
  "atomic_forces_ev_per_a": [[-0.23, -0.16, 0.03], [0.39, 0.22, -0.23], [0.18, 0.04, 0.04], [-0.06, -0.15, 0.22], [0.04, 0.03, 0.00], [0.03, 0.04, -0.12], [-0.27, 0.01, 0.00], [-0.31, -0.35, -0.61], [0.80, -0.60, 0.48], [0.05, 0.34, 0.40], [-0.02, -0.31, 0.26], [0.21, 0.11, 0.15], [-0.07, 0.23, -0.15], [-0.41, -0.29, 0.05], [0.03, 0.06, -0.13], [-0.05, -0.05, 0.06], [-0.07, -0.03, -0.02], [-0.08, 0.09, -0.04], [-0.01, 0.09, 0.09], [0.12, 0.44, -0.17], [-0.06, 0.03, 0.30], [0.18, -0.07, 0.10], [0.17, 0.16, 0.07], [-0.17, 0.31, -0.02], [-0.08, 0.19, -0.20], [-0.04, -0.65, 0.01], [-0.15, -0.07, 0.18], [0.05, -0.09, -0.07], [-0.17, -0.49, 0.06], [0.12, 0.52, -0.03], [0.07, -0.03, 0.02], [0.00, 0.03, 0.00], [-0.03, -0.03, -0.08], [-0.10, -0.04, 0.05], [-0.04, -0.04, -0.08], [0.05, 0.02, -0.09], [0.07, 0.08, 0.00], [0.23, -0.01, -0.02], [-0.30, 0.17, -0.02], [0.03, 0.06, 0.08], [-0.06, -0.01, 0.07], [-0.08, -0.05, -0.01], [0.00, -0.04, -0.08], [0.12, 0.01, -0.07], [-0.14, -0.14, -0.18], [-0.06, -0.06, -0.11], [0.13, -0.03, -0.02], [0.04, 0.11, -0.09], [0.02, 0.09, -0.04], [-0.11, 0.03, 0.05], [-0.10, 0.01, -0.07], [-0.10, 0.08, 0.14], [0.07, 0.17, -0.03], [0.17, 0.04, -0.17]]
}


{
  "formula": "CH2BrN3",
  "method": "the ωB97M-V functional and the def2-TZVPD basis",
  "homo_energy_ev": [-9.83, -9.83],
  "total_charge": 0,
  "gap_ev": [6.424, 6.423],
  "e_above_lowest_kj_mol": 574.5,
  "energy_ev": -75576.208,
  "species": ["C", "N", "N", "N", "Br", "H", "H"],
  "coordinates": [[0.560250, -1.111701, 0.095938], [0.322171, -2.172355, 0.496998], [-1.211155, 1.181404, 0.060387], [0.817537, -0.026605, -0.509394], [2.300835, 1.006520, -0.006875], [-1.216091, 0.322476, 0.681013], [-1.573545, 0.800263, -0.818064]],
  "atomic_forces_ev_per_a": [[0.18, -1.87, 1.21], [-0.33, -0.46, 0.39], [2.45, -2.54, 0.32], [-1.14, 4.27, -1.36], [-0.65, -0.59, 0.10], [-0.41, 1.17, -0.50], [-0.11, 0.02, -0.16]]
}


{
  "formula": "C37H48ClF9N4O5Si4TeZn",
  "method": "the ωB97M-V functional and the def2-TZVPD basis",
  "homo_energy_ev": -0.68,
  "total_charge": -2,
  "gap_ev": 3.816,
  "e_above_lowest_kj_mol": 118.4,
  "energy_ev": -179555.300,
  "species": ["Zn", "Cl", "C", "C", "C", "C", "O", "C", "C", "N", "C", "C", "C", "C", "C", "C", "C", "C", "N", "C", "C", "H", "H", "H", "H", "H", "H", "H", "H", "H", "H", "C", "Si", "C", "C", "Si", "Te", "Si", "C", "C", "C", "Si", "C", "C", "C", "H", "H", "H", "H", "H", "H", "H", "H", "H", "H", "H", "H", "H", "H", "H", "H", "H", "H", "H", "H", "H", "H", "H", "H", "H", "H", "H", "C", "C", "C", "C", "C", "C", "O", "N", "C", "O", "N", "C", "O", "H", "H", "H", "H", "H", "H", "H", "H", "H", "H", "H", "F", "C", "F", "F", "C", "O", "C", "F", "F", "F", "C", "F", "F", "F"],
  "coordinates": [[0.451459, -0.189465, 3.733832], [5.741465, -3.049875, 8.093844], [4.395292, -2.413990, 7.334495], [3.084607, -2.802233, 7.778380], [1.909878, -2.486629, 7.148879], [1.926962, -1.503905, 6.083185], [0.821399, -0.997112, 5.608970], [3.261071, -1.150671, 5.532816], [3.410683, -0.390306, 4.365326], [2.471436, 0.262501, 3.731695], [2.743939, 1.263922, 2.800990], [3.968706, 1.390789, 2.113122], [4.148008, 2.452632, 1.244437], [3.144444, 3.421798, 1.060172], [1.907300, 3.338634, 1.736915], [0.836059, 4.225493, 1.501192], [-0.374835, 4.053189, 2.177890], [-0.479875, 2.977820, 3.087004], [0.506425, 2.100399, 3.280683], [1.690369, 2.265237, 2.606434], [4.445393, -1.527254, 6.270282], [2.999559, -3.445230, 8.694655], [0.966242, -2.851828, 7.533730], [4.443379, -0.327159, 4.004956], [4.795263, 0.664359, 2.349362], [5.009111, 2.532491, 0.634156], [3.284184, 4.321689, 0.468397], [0.995994, 4.901599, 0.664398], [-1.250660, 4.670032, 2.055608], [-1.427664, 2.753462, 3.624300], [5.427417, -1.134536, 5.949817], [-1.079304, -0.652866, -6.577975], [-1.018065, -0.558511, -4.682728], [-1.205719, -2.346389, -4.037249], [-2.554125, 0.412434, -4.241878], [0.989871, 0.232089, -3.787660], [0.507208, -0.408075, -1.470620], [1.165685, 2.550571, -3.402224], [0.876413, 3.285385, -5.247332], [-0.042071, 3.147480, -2.135809], [3.012117, 2.858965, -2.964951], [3.006868, -0.585638, -4.629140], [4.453728, -0.686547, -3.425362], [2.674344, -2.404896, -5.085872], [3.513186, 0.330060, -6.204219], [-2.069982, -0.661016, -6.975561], [-0.581083, -1.566771, -6.962366], [-0.489758, 0.161375, -7.052850], [-1.948168, -2.905280, -4.631135], [-1.348287, -2.358560, -2.957701], [-0.185180, -2.853589, -4.138208], [-3.426322, -0.121979, -4.618991], [-2.612895, 1.351580, -4.819536], [-2.713237, 0.592246, -3.210097], [0.390696, 2.552022, -5.910298], [1.840607, 3.664383, -5.604478], [0.161088, 4.101878, -5.200103], [-0.064487, 4.266822, -2.253721], [0.277673, 2.849317, -1.138924], [-1.124488, 2.763704, -2.287847], [3.600703, 2.575084, -3.810296], [3.368221, 2.276408, -2.104592], [3.223162, 3.906222, -2.812945], [4.244962, -0.625953, -2.357861], [5.169439, 0.118733, -3.644386], [4.998548, -1.639281, -3.666842], [2.398306, -3.123775, -4.272400], [3.622411, -2.806908, -5.491633], [1.860950, -2.444839, -5.871848], [4.440034, 0.924565, -6.095052], [2.753125, 1.044401, -6.519521], [3.636879, -0.401352, -6.972437], [-6.215507, 2.201785, 1.740765], [-5.970583, 1.040685, 0.759032], [-4.842369, 0.087855, 1.102293], [-5.113322, -1.199793, 0.370465], [-5.196333, -1.217480, -1.165872], [-4.866600, -0.277821, 2.561614], [-5.937073, -0.532474, 3.194225], [-3.700742, -0.225106, 3.199796], [-2.519858, 0.402827, 2.817268], [-1.621217, 0.456514, 3.745645], [-2.459998, 0.917654, 1.596540], [-3.469004, 0.771842, 0.710845], [-3.363838, 1.173009, -0.453970], [-6.857588, 2.977635, 1.291383], [-5.296512, 2.679971, 2.084947], [-6.726433, 1.811752, 2.638201], [-5.800577, 1.546800, -0.212378], [-6.876853, 0.484096, 0.633865], [-6.019640, -1.702932, 0.870844], [-4.243480, -1.845244, 0.672619], [-5.181042, -2.249813, -1.496193], [-4.262677, -0.799789, -1.544758], [-6.025285, -0.648663, -1.556635], [-3.739730, -0.694043, 4.120108], [-2.237823, -3.149180, 3.295183], [-0.893019, -3.465980, 3.325614], [-0.813859, -4.823505, 3.333945], [-0.377800, -2.984315, 4.455947], [-0.125152, -2.807751, 2.139636], [0.007772, -1.459628, 2.283587], [-0.979242, -2.999601, 0.800319], [-0.178526, -3.108252, -0.263967], [-1.832755, -4.067933, 0.749411], [-1.758845, -1.843126, 0.646550], [1.253202, -3.517056, 1.937714], [1.968898, -3.548919, 3.095796], [2.041454, -2.760447, 1.095924], [1.255944, -4.762916, 1.428402]],
  "atomic_forces_ev_per_a": [[-0.97, -0.04, 0.08], [1.55, -0.43, 0.87], [-3.06, 1.50, -1.22], [0.26, -1.21, 0.79], [0.74, 1.30, -0.20], [-0.62, 0.63, -1.57], [1.66, -0.86, 0.81], [-0.83, -1.15, 2.17], [-0.21, 1.21, -0.92], [0.24, -0.46, 0.63], [0.96, 0.78, -0.91], [-0.86, -1.06, 1.58], [-1.77, 1.77, -0.59], [0.79, -0.57, 0.43], [0.29, -0.38, -0.10], [-1.16, -0.31, 0.20], [1.40, -0.04, -0.20], [0.47, -1.10, 0.27], [0.08, 0.40, -0.50], [0.13, -1.19, 0.71], [-0.07, -0.61, -0.52], [0.31, 0.50, -1.01], [-0.01, 0.15, -0.11], [-0.04, 0.33, 0.18], [-1.03, 0.82, -0.68], [0.92, 0.06, -0.28], [0.26, -0.36, -0.34], [-0.37, 0.34, 0.35], [0.08, 0.17, -0.34], [0.91, 0.25, -0.50], [-0.59, -0.35, -0.03], [1.66, -0.21, -0.51], [0.24, -0.61, 0.07], [1.57, -0.27, -0.55], [-0.22, 0.40, -1.37], [-0.10, 0.69, 1.01], [0.58, 0.18, 0.07], [0.36, -1.56, -2.05], [-0.20, 0.09, 1.41], [-1.71, 0.94, -0.51], [-0.83, 0.01, 0.48], [-0.96, -0.57, 0.71], [1.04, -0.14, -0.51], [-0.33, -0.59, -0.58], [0.40, 0.77, 0.51], [-0.87, 0.12, -0.31], [-0.21, 0.21, 0.33], [-0.53, -0.17, 0.29], [0.10, 0.06, 0.41], [-0.49, 0.01, -0.08], [-1.25, 0.53, -0.15], [-0.11, -0.45, 0.03], [0.31, -0.01, 0.39], [0.02, 0.30, 1.12], [0.62, 0.03, 0.22], [-0.23, -0.16, -0.34], [0.00, 0.50, -0.04], [-0.10, -0.68, 0.43], [-0.07, 0.04, 0.02], [1.84, 0.46, 0.20], [0.42, -0.38, -0.77], [-0.31, 0.14, -0.10], [0.10, 0.57, 0.31], [-0.34, -0.23, -0.07], [-0.08, -0.02, 0.03], [-0.42, 0.67, 0.41], [0.05, 0.98, -0.39], [-0.36, 0.03, -0.23], [0.90, -0.12, 0.69], [-0.23, -0.41, -0.01], [-0.19, -0.09, 0.01], [0.26, -0.44, -0.81], [-0.56, -0.40, 0.55], [-0.09, 2.08, -0.35], [0.20, 1.28, -0.09], [0.42, -2.69, 0.53], [1.10, 0.23, 0.90], [-3.33, 0.54, 0.87], [2.43, 0.02, -1.53], [0.16, -1.52, 2.31], [1.04, 0.18, -0.15], [-1.33, -0.43, -1.38], [1.01, 0.17, 1.41], [-0.43, -0.17, -1.49], [-0.35, -0.24, 1.23], [0.24, -0.27, 0.10], [0.13, -0.01, -0.19], [0.19, 0.26, -0.25], [0.39, -0.76, 0.28], [-0.67, -0.40, 0.13], [1.07, 0.86, -0.82], [-0.74, 0.09, -0.51], [-0.47, -0.21, -0.12], [-0.14, 0.24, -0.12], [-0.35, 0.02, -0.20], [0.36, 0.77, -0.64], [1.42, -0.27, 0.18], [-0.61, 0.31, -0.40], [-0.02, 0.66, 0.18], [-0.53, -0.62, 0.09], [-0.81, 0.98, -0.82], [0.51, -1.29, 0.70], [-0.85, 1.49, -0.65], [-0.63, -0.26, 0.66], [0.56, 0.64, 0.39], [0.95, -2.41, 0.08], [2.10, 1.27, -0.79], [-0.63, -0.26, -0.08], [-1.05, -0.83, 0.81], [-0.47, 0.29, 0.37]]
}